# C32H51Br45ClN2O8P

A structure of composition C32H51Br45ClN2O8P in a non-equilibrium geometry (wB97M-V/def2-TZVPD, OMol25).

2S+1   1
E   -3227090.0625 eV
Strongest force on any atom   4.810 eV/A
Highest occupied orbital energy   -9.61 eV
Energy relative to the best compared isomer or geometry (same formula, charge and spin)   0.00 kcal/mol

Positions of all 140 atoms, in Å:
1 C 4.56 -0.82 0.76
2 C 3.87 -2.04 0.11
3 C 2.34 -2.01 0.09
4 N 1.79 -0.71 -0.38
5 C 0.66 -0.91 -1.28
6 N -0.31 -1.79 -0.66
7 Cl -0.94 -1.28 0.86
8 C 0.10 0.43 -1.81
9 O -0.44 1.21 -0.78
10 C 1.21 1.24 -2.60
11 P 2.12 2.56 -1.75
12 O 3.14 3.13 -2.67
13 O 1.09 3.73 -1.31
14 O 2.87 2.03 -0.43
15 O -0.88 0.11 -2.78
16 C -2.22 0.10 -2.36
17 C -2.96 -0.95 -3.23
18 C -3.66 -2.06 -2.43
19 O -3.16 -3.35 -2.88
20 C -3.45 -4.39 -2.02
21 O -3.75 -5.53 -2.43
22 O -2.79 1.38 -2.50
23 C -4.11 1.38 -1.93
24 C -4.43 2.64 -1.10
25 C -5.39 3.59 -1.83
26 C -4.98 2.22 0.29
27 C -6.48 1.83 0.33
28 C -7.21 2.76 1.34
29 C -6.67 0.37 0.84
30 H 5.18 -1.09 1.61
31 H 3.85 -0.04 1.02
32 H 5.24 -0.36 0.03
33 H 4.14 -2.92 0.71
34 H 4.26 -2.25 -0.89
35 H 1.96 -2.23 1.09
36 H 2.01 -2.84 -0.54
37 H 2.55 -0.27 -0.89
38 H 1.02 -1.48 -2.16
39 H -1.07 -2.02 -1.28
40 H 0.06 1.06 0.04
41 H 1.95 0.56 -3.01
42 H 0.66 1.75 -3.39
43 H 1.62 4.55 -1.39
44 H 2.29 1.65 0.24
45 H -2.32 -0.22 -1.31
46 H -3.64 -0.47 -3.93
47 H -2.21 -1.45 -3.85
48 H -3.46 -1.99 -1.35
49 H -4.73 -2.03 -2.61
50 H -3.33 -4.15 -0.94
51 H -4.25 0.50 -1.30
52 H -4.83 1.33 -2.76
53 H -3.49 3.17 -0.91
54 H -5.77 4.34 -1.14
55 H -6.25 3.05 -2.23
56 H -4.87 4.08 -2.66
57 H -4.40 1.37 0.66
58 H -4.80 3.05 0.98
59 H -6.97 1.87 -0.64
60 H -8.29 2.73 1.18
61 H -7.02 2.36 2.33
62 H -6.86 3.79 1.26
63 H -7.55 0.32 1.50
64 H -5.82 0.03 1.43
65 H -6.88 -0.32 0.02
66 C -0.01 -8.85 0.40
67 Br -0.54 -10.67 0.73
68 Br -0.46 -7.70 1.88
69 Br 1.85 -8.73 -0.06
70 H -0.58 -8.50 -0.45
71 C 4.90 1.21 6.42
72 Br 6.40 2.17 5.69
73 Br 3.23 2.06 5.99
74 Br 4.93 -0.65 5.89
75 H 5.00 1.23 7.49
76 C -1.73 -5.29 4.83
77 Br -0.76 -5.12 6.49
78 Br -3.56 -5.77 5.18
79 Br -1.58 -3.73 3.71
80 H -1.28 -6.10 4.27
81 C 5.89 -10.12 0.63
82 Br 5.47 -8.59 -0.47
83 Br 4.71 -10.25 2.14
84 Br 5.93 -11.74 -0.40
85 H 6.89 -9.96 1.02
86 C -11.60 3.13 1.00
87 Br -10.62 1.91 -0.14
88 Br -13.00 2.22 1.96
89 Br -10.45 4.12 2.18
90 H -12.08 3.84 0.34
91 C 0.66 -2.41 -6.29
92 Br 0.58 -2.51 -4.37
93 Br 0.33 -4.12 -7.11
94 Br -0.52 -1.05 -6.97
95 H 1.67 -2.12 -6.55
96 C -7.47 4.61 5.34
97 Br -5.94 4.92 4.22
98 Br -8.80 5.99 5.12
99 Br -8.23 2.86 5.08
100 H -7.13 4.66 6.36
101 C 6.46 3.63 -4.49
102 Br 8.17 2.81 -4.12
103 Br 6.48 5.52 -4.14
104 Br 5.88 3.25 -6.29
105 H 5.74 3.18 -3.82
106 C 5.35 -4.35 7.51
107 Br 6.07 -4.89 5.81
108 Br 3.43 -4.32 7.47
109 Br 6.04 -5.45 8.94
110 H 5.68 -3.34 7.69
111 C 8.02 -2.20 9.71
112 Br 9.19 -1.57 11.10
113 Br 6.36 -1.23 9.69
114 Br 8.87 -2.15 7.98
115 H 7.79 -3.23 9.92
116 C -1.41 5.52 -3.23
117 Br -1.02 7.00 -4.40
118 Br -2.35 6.09 -1.65
119 Br -2.33 4.11 -4.16
120 H -0.47 5.11 -2.91
121 C 4.72 8.49 -7.07
122 Br 3.49 7.08 -6.65
123 Br 5.11 9.57 -5.52
124 Br 6.33 7.82 -7.88
125 H 4.24 9.13 -7.79
126 C 8.11 -5.03 1.82
127 Br 6.72 -6.35 2.03
128 Br 7.44 -3.25 2.10
129 Br 9.62 -5.41 2.95
130 H 8.45 -5.09 0.79
131 C 4.20 8.91 -11.73
132 Br 4.72 7.13 -11.22
133 Br 2.38 8.96 -12.37
134 Br 4.49 10.19 -10.32
135 H 4.84 9.20 -12.55
136 C -3.42 -1.11 7.02
137 Br -1.63 -0.49 6.69
138 Br -4.31 -1.61 5.39
139 Br -3.44 -2.55 8.30
140 H -3.97 -0.29 7.46

These are the Löwdin partial charges, in e, on atoms 1 to 6: -0.0946, -0.2277, -0.2231, -0.0115, -0.4164, -0.3486



# CHF3

A cluster of 2 separate species, CHF3 in total in a non-equilibrium geometry (wB97M-V/def2-TZVPD, OMol25).

2S+1   1
E   -9202.2071 eV
Strongest force on any atom   7.205 eV/A
Highest occupied orbital energy (alpha / beta)   -10.81 / -10.80 eV
Energy relative to the best compared isomer or geometry (same formula, charge and spin)   85.85 kcal/mol

Positions of all 5 atoms, in Å:
1 C -0.34 0.21 -0.04
2 F 1.31 -1.31 -0.01
3 F 0.03 0.82 1.04
4 F 0.05 0.77 -1.08
5 H -1.04 -0.48 0.09

Per-atom natural (NBO) charges, elementary charge units: 0.9560, -0.6852, -0.2415, -0.2034, 0.1742



# C32H69AlBBr26ClNO5S

A structure of composition C32H69AlBBr26ClNO5S in a non-equilibrium geometry (wB97M-V/def2-TZVPD, OMol25).

2S+1   1
E   -1897770.0386 eV
Strongest force on any atom   8.013 eV/A
Highest occupied orbital energy   -4.34 eV
Total charge   -1

Positions of all 137 atoms, in Å:
1 C 4.82 0.28 -2.20
2 C 3.58 0.92 -3.12
3 N 2.60 1.51 -2.12
4 Al 1.36 2.75 -2.93
5 C 0.08 1.86 -4.32
6 C -1.49 2.06 -3.79
7 C -2.03 0.78 -2.91
8 C -1.19 0.49 -1.53
9 S -1.72 1.58 -0.06
10 O -1.91 3.07 -0.43
11 O -0.63 1.50 1.06
12 Cl -3.56 0.77 0.59
13 O 2.20 4.25 -3.69
14 B 2.28 5.39 -2.76
15 O 1.28 5.69 -1.69
16 O 3.44 6.35 -2.80
17 H 5.02 -0.84 -2.48
18 H 5.80 0.92 -2.26
19 H 4.51 0.27 -1.05
20 H 3.12 0.00 -3.71
21 H 3.99 1.71 -3.89
22 H 2.14 0.79 -1.53
23 H 0.38 3.23 -1.74
24 H 0.29 0.70 -4.45
25 H 0.13 2.38 -5.37
26 H -1.51 3.08 -3.17
27 H -2.23 2.18 -4.71
28 H -1.87 -0.18 -3.59
29 H -3.16 0.92 -2.61
30 H -1.46 -0.62 -1.20
31 H -0.02 0.51 -1.64
32 H 0.54 6.27 -2.04
33 H 3.24 6.98 -3.58
34 Br 5.27 -1.69 0.93
35 C 7.10 -2.35 0.74
36 C 7.85 -1.58 -0.33
37 Br 7.30 -2.14 -2.11
38 H 7.04 -3.42 0.54
39 H 7.56 -2.19 1.72
40 H 8.92 -1.80 -0.28
41 H 7.70 -0.50 -0.27
42 Br 1.36 -0.96 1.27
43 C 1.62 0.33 2.71
44 C 2.42 -0.27 3.84
45 Br 1.34 -1.48 4.92
46 H 0.62 0.67 3.02
47 H 2.16 1.16 2.25
48 H 2.75 0.51 4.54
49 H 3.29 -0.84 3.50
50 Br 3.65 -4.81 0.08
51 C 4.76 -6.39 0.39
52 C 5.10 -6.54 1.86
53 Br 6.48 -5.27 2.40
54 H 5.64 -6.29 -0.25
55 H 4.15 -7.23 0.05
56 H 5.52 -7.53 2.06
57 H 4.24 -6.38 2.52
58 Br -2.72 -2.40 -4.03
59 C -4.57 -2.95 -4.31
60 C -5.53 -1.82 -4.03
61 Br -5.74 -1.54 -2.11
62 H -4.74 -3.83 -3.69
63 H -4.62 -3.24 -5.37
64 H -6.53 -2.05 -4.39
65 H -5.21 -0.86 -4.45
66 Br -2.51 7.42 -0.93
67 C -4.39 6.88 -0.99
68 C -4.52 5.38 -1.02
69 Br -4.09 4.66 -2.78
70 H -4.83 7.37 -1.87
71 H -4.84 7.30 -0.08
72 H -5.56 5.08 -0.84
73 H -3.87 4.87 -0.30
74 Br 8.29 -7.40 -1.91
75 C 6.82 -8.38 -2.73
76 C 6.09 -7.54 -3.75
77 Br 4.94 -6.22 -2.88
78 H 6.18 -8.73 -1.91
79 H 7.28 -9.25 -3.21
80 H 5.42 -8.15 -4.35
81 H 6.76 -6.98 -4.41
82 Br -0.58 5.57 -4.58
83 C -1.16 6.09 -6.37
84 C -2.64 6.37 -6.40
85 Br -3.68 4.71 -6.37
86 H -0.86 5.28 -7.05
87 H -0.59 6.99 -6.60
88 H -2.92 6.86 -7.34
89 H -2.99 6.97 -5.56
90 Br -6.71 9.20 0.66
91 C -8.59 8.66 0.59
92 C -8.72 7.15 0.56
93 Br -8.29 6.43 -1.20
94 H -9.03 9.15 -0.28
95 H -9.04 9.07 1.50
96 H -9.76 6.86 0.75
97 H -8.07 6.65 1.28
98 Br -10.05 -3.46 1.69
99 C -8.13 -3.69 1.94
100 C -7.36 -3.20 0.73
101 Br -7.48 -4.48 -0.74
102 H -7.96 -4.74 2.17
103 H -7.88 -3.08 2.82
104 H -6.30 -3.13 0.96
105 H -7.72 -2.24 0.35
106 Br 1.02 -3.48 9.59
107 C -0.05 -1.86 9.83
108 C 0.23 -0.85 8.74
109 Br 1.94 0.05 9.03
110 H 0.17 -1.49 10.84
111 H -1.09 -2.20 9.79
112 H -0.52 -0.06 8.76
113 H 0.27 -1.29 7.74
114 Br 1.48 -6.40 12.62
115 C 3.30 -7.06 12.44
116 C 4.05 -6.29 11.37
117 Br 3.51 -6.85 9.58
118 H 3.24 -8.13 12.24
119 H 3.76 -6.90 13.42
120 H 5.13 -6.51 11.42
121 H 3.91 -5.21 11.43
122 Br -2.91 -8.35 -0.49
123 C -4.77 -8.89 -0.78
124 C -5.72 -7.76 -0.49
125 Br -5.94 -7.49 1.43
126 H -4.94 -9.78 -0.16
127 H -4.82 -9.18 -1.83
128 H -6.72 -8.00 -0.86
129 H -5.40 -6.80 -0.91
130 Br 2.68 10.10 -1.22
131 C 4.50 9.44 -1.41
132 C 5.25 10.21 -2.48
133 Br 4.71 9.65 -4.26
134 H 4.44 8.37 -1.61
135 H 4.96 9.60 -0.43
136 H 6.33 9.99 -2.43
137 H 5.11 11.29 -2.42

These are the Löwdin partial charges, in e, on atoms 1 to 6: -0.1813, -0.3345, -0.1407, 0.1983, -0.2543, -0.3188



# C8H9N2PS2

A structure of composition C8H9N2PS2 in a non-equilibrium geometry (wB97M-V/def2-TZVPD, OMol25).

2S+1   1
E   -42377.2841 eV
Strongest force on any atom   3.729 eV/A
Highest occupied orbital energy (alpha / beta)   -7.95 / -7.94 eV
Energy relative to the best compared isomer or geometry (same formula, charge and spin)   89.34 kcal/mol

Positions of all 22 atoms, in Å:
1 C -2.12 -0.22 -2.59
2 C -1.80 -1.04 -1.51
3 C -1.31 0.88 -2.93
4 C -0.68 -0.65 -0.77
5 C -0.22 1.23 -2.13
6 C 0.00 0.53 -0.94
7 C 0.26 0.46 2.09
8 C 1.56 -1.83 3.09
9 N 1.18 0.35 1.14
10 N 1.01 0.96 -0.04
11 P 2.01 2.22 -0.52
12 S -0.83 1.67 2.29
13 S 0.27 -0.63 3.45
14 H -3.17 -0.50 -2.93
15 H -2.41 -1.92 -1.35
16 H -1.41 1.58 -3.84
17 H -0.49 -1.02 0.17
18 H 0.40 1.98 -2.42
19 H 1.02 -2.41 2.32
20 H 1.77 -2.52 3.91
21 H 2.54 -1.35 2.76
22 H 2.43 2.23 0.74

These are the natural (NBO) partial charges, in e, on atoms 1 to 6: -0.2015, -0.1849, -0.2005, -0.1961, -0.2040, 0.1037



# C6H12O

The molecule C6H12O in a non-equilibrium geometry (wB97M-V/def2-TZVPD, OMol25).

SMILES string   CC(C)[C@H]1O[C@H]1C
2S+1   1
E   -8461.5376 eV
Strongest force on any atom   4.242 eV/A
Highest occupied orbital energy   -9.30 eV
Energy relative to the best compared isomer or geometry (same formula, charge and spin)   64.94 kcal/mol

Positions of all 19 atoms, in Å:
1 C 0.41 -1.45 -1.58
2 C -0.04 -0.74 -0.31
3 C 0.19 -1.59 0.94
4 C 0.70 0.58 -0.18
5 O 0.39 1.62 -1.08
6 C 0.22 1.68 0.64
7 C -1.20 1.85 0.86
8 H -0.14 -2.39 -1.73
9 H 0.25 -0.82 -2.46
10 H 1.48 -1.70 -1.54
11 H -1.11 -0.53 -0.41
12 H 1.26 -1.81 1.07
13 H -0.34 -2.54 0.88
14 H -0.15 -1.07 1.85
15 H 1.78 0.43 -0.10
16 H 0.91 2.44 1.01
17 H -1.95 1.05 0.69
18 H -1.17 2.46 -0.22
19 H -1.50 2.53 1.66

These are the natural (NBO) partial charges, in e, on atoms 1 to 6: -0.6020, -0.2429, -0.6080, 0.0541, -0.5908, 0.0749



# C8H13LaNO

A structure of composition C8H13LaNO in a non-equilibrium geometry (wB97M-V/def2-TZVPD, OMol25).

2S+1   1
E   -12897.7902 eV
Strongest force on any atom   6.407 eV/A
Highest occupied orbital energy (alpha / beta)   -1.34 / -1.43 eV
Energy relative to the best compared isomer or geometry (same formula, charge and spin)   126.27 kcal/mol
Total charge   -1

Positions of all 24 atoms, in Å:
1 C -0.44 -1.99 -1.33
2 C -1.42 -0.99 -1.65
3 C -2.30 -0.87 -0.53
4 C -1.87 -1.78 0.47
5 C -0.71 -2.46 -0.01
6 La 0.99 0.09 -0.01
7 N 2.12 -2.48 0.82
8 C 1.39 2.16 -0.90
9 C 0.51 1.88 -1.93
10 H -3.24 -0.31 -0.51
11 H -1.53 -0.47 -2.61
12 H -2.38 -2.00 1.42
13 H -0.16 -3.24 0.52
14 H 0.35 -2.35 -2.00
15 H 0.62 1.00 -2.59
16 H 1.12 2.95 -0.18
17 H 3.15 -2.51 0.55
18 H -0.29 2.60 -2.19
19 H 2.50 1.93 -0.89
20 C 0.30 1.90 2.92
21 O 0.58 1.04 1.81
22 H 0.08 2.91 2.56
23 H 1.17 1.93 3.59
24 H -0.56 1.55 3.50

These are the Löwdin partial charges, in e, on atoms 1 to 6: -0.3281, -0.2636, -0.2027, -0.1885, -0.2761, 1.6432